1.
{"formula": "C3H10N3", "method": "ωB97M-V/def2-TZVPD", "symbols": ["N", "N", "C", "C", "N", "C", "H", "H", "H", "H", "H", "H", "H", "H", "H", "H"], "xyz": [[-2.0949, 1.3982, 0.2572], [-0.7090, 1.0437, 0.3057], [0.1554, 0.6123, -0.8151], [0.9860, -0.1150, 0.1475], [1.4566, -1.4430, -0.3027], [-0.2850, -0.1721, 1.0687], [-2.6589, 0.8356, -0.3896], [-2.2463, 2.3541, 0.2833], [0.5494, 1.4584, -1.5572], [-0.3727, -0.0799, -1.5836], [1.8013, 0.4235, 0.5279], [2.3634, -1.4562, -0.6471], [0.7406, -1.8546, -0.9545], [1.4372, -1.8822, 0.6813], [-0.8610, -1.0614, 0.7583], [-0.2621, -0.0614, 2.2198]], "atomic_forces_ev_per_a": [[1.681, -3.512, -0.158], [-0.604, -0.184, 0.392], [-1.849, 2.623, -4.146], [-0.988, -0.230, 0.421], [-3.032, -1.075, 3.162], [-0.134, 1.039, 0.709], [0.356, 0.613, 0.234], [-0.170, 1.913, -0.238], [-0.443, -1.566, 2.013], [0.503, 0.422, 1.238], [1.081, 0.701, 0.643], [2.182, -0.112, -1.135], [1.020, 0.081, 0.811], [0.300, -0.500, -2.273], [-0.116, 0.017, 0.286], [0.211, -0.230, -1.959]], "smiles": "NN1CC([NH3+])C1", "charge": 1, "e_above_lowest_ev": 4.322, "homo_lumo_gap_ev": 9.39, "energy_ev": -7733.94229, "spin_multiplicity": 1}

=====

2.
{"formula": "C2H6INS", "method": "ωB97M-V/def2-TZVPD", "symbols": ["C", "C", "N", "S", "I", "H", "H", "H", "H", "H", "H"], "xyz": [[-1.4690, -0.3746, -0.0960], [-0.0226, -0.6180, 0.2546], [0.9790, 0.3440, -0.3517], [0.6825, 2.0000, 0.0287], [3.0560, -0.3029, -0.0792], [-1.4521, 0.1259, -1.1021], [-1.8626, -1.3908, -0.0926], [-1.9893, 0.2017, 0.7625], [0.0714, -0.6363, 1.3706], [0.3897, -1.6271, 0.0244], [1.6170, 2.2782, -0.7191]], "atomic_forces_ev_per_a": [[0.189, 0.836, 0.409], [2.541, -0.300, 1.885], [-0.427, -1.142, -0.174], [-2.352, -1.465, 2.503], [-1.381, 0.338, 0.201], [-0.804, -0.505, 0.984], [-0.621, 0.253, -0.441], [0.741, -0.602, -1.848], [0.003, 0.315, -0.530], [-0.612, 0.660, -0.534], [2.725, 1.611, -2.457]], "smiles": "CCN(S)I", "charge": 0, "e_above_lowest_ev": 0.348, "homo_lumo_gap_ev": 7.39, "energy_ev": -22595.02154, "spin_multiplicity": 1}

=====

3.
{"formula": "CNO3S2", "method": "ωB97M-V/def2-TZVPD", "symbols": ["C", "N", "O", "O", "O", "S", "S"], "xyz": [[-1.0443, -0.8083, -3.0118], [-2.0992, -1.0897, -3.4510], [0.8193, 1.9369, 1.6488], [-0.5946, 0.1545, 2.4789], [1.8922, -0.0969, 2.5019], [0.3425, -0.6570, -2.1674], [0.6841, 0.5605, 2.0006]], "atomic_forces_ev_per_a": [[-2.337, -1.090, -0.204], [1.062, 0.675, -0.076], [0.090, -0.260, -1.082], [-0.053, -0.900, -0.753], [-1.850, 0.168, -1.555], [1.352, 0.475, 0.572], [1.736, 0.932, 3.097]], "charge": -1, "e_above_lowest_ev": 1.505, "homo_lumo_gap_ev": [4.28, 4.29], "energy_ev": -30340.07359, "spin_multiplicity": 1}

=====

4.
{"formula": "C6H13NS", "method": "ωB97M-V/def2-TZVPD", "symbols": ["C", "C", "C", "C", "C", "C", "H", "H", "H", "H", "H", "H", "H", "H", "H", "H", "H", "H", "H", "N", "S"], "xyz": [[0.4590, -1.5049, 1.4511], [0.3883, -0.1396, 0.9450], [1.9363, -0.6012, -1.0589], [1.3542, 1.6296, -0.3081], [-0.9667, 0.1590, 0.2376], [-1.6880, 1.5016, 0.5129], [0.9154, -2.2103, 0.5830], [-0.7129, -2.0486, 1.8566], [1.1752, -1.3884, 2.5908], [0.4125, 0.6496, 1.6620], [2.9686, -0.2065, -1.0916], [1.7813, -1.7321, -0.9101], [1.3365, -0.3663, -2.0049], [0.8377, 2.1881, 0.5765], [2.4952, 2.0630, -0.2424], [0.8269, 1.9357, -1.1923], [-2.5134, 1.5157, -0.0977], [-1.8925, 1.7671, 1.6077], [-1.1332, 2.3786, 0.2506], [1.3966, 0.2268, 0.0733], [-1.5733, -0.7750, -0.9237]], "atomic_forces_ev_per_a": [[-0.049, -3.846, 3.716], [-3.596, 1.027, -0.768], [-1.815, 0.129, 0.308], [2.690, 1.766, 3.654], [-0.524, 1.060, 0.210], [1.738, -0.469, 2.514], [-1.093, 1.371, 2.782], [3.833, 1.969, -1.461], [-1.918, -1.043, -3.812], [0.072, 0.066, 1.459], [-0.304, -0.953, -0.632], [0.833, 1.915, -0.063], [0.977, -0.202, 0.913], [1.044, -0.807, -1.586], [-2.702, -0.900, -0.786], [-0.099, -0.223, -0.800], [-2.312, 0.051, -0.916], [-0.055, -1.033, -1.238], [0.843, 0.292, -0.553], [2.421, 0.306, -2.649], [0.016, -0.476, -0.290]], "charge": 0, "e_above_lowest_ev": 4.291, "homo_lumo_gap_ev": 8.17, "energy_ev": -18753.98555, "spin_multiplicity": 1}

=====

5.
{"formula": "C32H35BClF3O2", "method": "ωB97M-V/def2-TZVPD", "symbols": ["C", "C", "C", "C", "C", "C", "C", "C", "C", "C", "C", "C", "C", "Cl", "C", "C", "C", "C", "C", "C", "H", "H", "H", "H", "H", "H", "H", "H", "H", "H", "H", "H", "H", "H", "H", "H", "H", "H", "H", "C", "C", "C", "O", "B", "C", "C", "C", "C", "C", "F", "F", "F", "C", "C", "O", "C", "C", "C", "H", "H", "H", "H", "H", "H", "H", "H", "H", "H", "H", "H", "H", "H", "H", "H"], "xyz": [[-3.9125, -3.9002, -0.8663], [-3.0497, -3.6905, 0.3647], [-2.7871, -4.8885, 1.2016], [-2.4442, -4.6908, 2.5548], [-1.9455, -5.7494, 3.2950], [-1.7450, -6.9805, 2.6735], [-2.1037, -7.1946, 1.3352], [-2.7036, -6.1623, 0.6175], [-1.3885, -3.0953, -0.2865], [-1.5429, -1.6653, 0.2059], [-2.3050, -0.7223, -0.5059], [-3.0667, 0.2187, 0.2043], [-2.9268, 0.3159, 1.5934], [-4.0500, 1.2577, 2.4996], [-1.9299, -0.4033, 2.2578], [-1.2329, -1.4038, 1.5551], [-1.2658, -3.3604, -1.7530], [-0.3466, -4.3573, -2.0581], [0.3054, -4.8902, -0.8108], [-0.0654, -3.8142, 0.2654], [-4.9688, -3.9868, -0.5624], [-3.8415, -3.1077, -1.6325], [-3.6075, -4.8454, -1.3466], [-3.3838, -2.7892, 1.0298], [-2.6009, -3.7050, 2.9964], [-1.7446, -5.6056, 4.3594], [-1.2612, -7.8051, 3.2210], [-1.9448, -8.1467, 0.8285], [-3.1123, -6.3831, -0.3818], [-2.3610, -0.7571, -1.5986], [-3.7748, 0.8798, -0.2914], [-1.7329, -0.2127, 3.3133], [-0.5133, -2.0231, 2.0937], [-1.9331, -2.8504, -2.4442], [-0.1624, -4.8514, -3.0378], [1.3976, -5.0141, -0.8636], [-0.1139, -5.8767, -0.5249], [0.7737, -3.0604, 0.3234], [-0.1911, -4.2811, 1.2623], [-6.2563, -7.3153, 4.3902], [-7.3721, -6.6956, 3.5673], [-8.6384, -7.4963, 3.8837], [-6.9872, -6.8597, 2.1901], [-7.4638, -5.7313, 1.5322], [-7.9644, -5.9332, 0.0786], [-7.5881, -7.0710, -0.6654], [-8.2138, -7.3400, -1.8825], [-9.2470, -6.5136, -2.3325], [-9.9910, -6.9109, -3.5892], [-11.1081, -6.1545, -3.8114], [-9.1923, -6.7843, -4.7079], [-10.3970, -8.2258, -3.5261], [-9.5675, -5.3402, -1.6483], [-8.9249, -5.0532, -0.4415], [-8.0571, -4.7748, 2.3646], [-7.6528, -5.1153, 3.6922], [-8.7630, -4.6881, 4.6549], [-6.4122, -4.2814, 4.0153], [-6.4638, -7.1809, 5.4645], [-6.2532, -8.3901, 4.1701], [-5.2773, -6.8992, 4.1193], [-8.8376, -7.4416, 4.9663], [-9.5146, -7.1297, 3.3262], [-8.4626, -8.5461, 3.6152], [-6.8647, -7.7968, -0.2862], [-7.9494, -8.2339, -2.4566], [-10.3552, -4.6719, -2.0097], [-9.2427, -4.1765, 0.1214], [-8.4840, -4.9888, 5.6820], [-8.8471, -3.5887, 4.6353], [-9.7423, -5.1256, 4.3943], [-6.1089, -4.4353, 5.0568], [-5.5782, -4.5249, 3.3404], [-6.6793, -3.2242, 3.8823]], "atomic_forces_ev_per_a": [[-0.378, -0.272, 0.063], [1.513, 2.097, -0.311], [0.066, 0.169, -0.096], [-0.326, -0.282, -0.630], [-0.205, -0.088, 0.139], [0.598, -0.799, -0.069], [-0.326, 0.394, 0.306], [0.060, -0.178, 0.280], [0.269, -0.211, 1.207], [0.062, -0.229, 0.055], [-0.323, 0.109, 0.492], [0.513, -0.013, 0.135], [0.462, -0.662, -0.494], [-0.083, 0.402, 0.167], [0.221, -0.255, -0.487], [-0.598, 0.655, 0.088], [1.375, -1.817, -0.685], [-1.795, 1.252, 0.279], [-0.160, 0.317, 0.851], [-0.403, -0.042, -0.092], [0.261, -0.044, -0.181], [-0.046, -0.215, 0.612], [-0.283, 0.554, -0.034], [0.471, -1.715, -1.328], [0.141, -0.239, -0.109], [0.121, -0.170, -0.356], [-0.372, 0.479, -0.190], [-0.046, 0.099, 0.399], [0.530, 0.324, 0.557], [-0.239, -0.189, 0.450], [0.185, -0.182, -0.010], [-0.113, -0.135, -0.278], [-0.316, 0.079, -0.193], [0.395, -0.279, -0.173], [-0.279, 0.818, 0.680], [-0.310, 0.055, -0.212], [0.191, 0.435, -0.243], [-1.000, -0.616, -0.056], [0.036, 0.368, -0.487], [0.120, 0.414, 0.319], [-0.080, 0.366, 0.812], [-0.160, 0.007, -0.376], [-0.247, 1.324, -0.095], [-1.981, -1.086, 0.666], [0.501, 0.396, -0.770], [-0.451, 0.197, -0.329], [-0.125, -0.213, 0.189], [0.080, 0.291, -0.165], [-0.149, -0.141, -0.534], [1.009, -0.716, 0.160], [-0.888, -0.265, 1.012], [0.400, 1.300, -0.255], [-0.205, -0.090, 0.139], [-0.043, -0.416, -0.360], [1.071, -0.715, -1.012], [0.346, -0.276, 0.648], [-0.043, -0.307, 0.172], [0.070, -0.155, -0.062], [0.259, -0.038, -0.306], [0.113, 0.239, 0.096], [-0.221, -0.059, 0.194], [-0.029, -0.014, -0.428], [0.268, -0.139, 0.198], [-0.119, 0.233, 0.047], [-0.138, 0.435, 0.011], [-0.119, 0.326, 0.240], [0.309, -0.359, 0.051], [0.240, -0.189, -0.064], [-0.239, 0.121, -0.390], [-0.001, -0.443, -0.030], [0.477, 0.199, 0.134], [0.091, 0.011, -0.190], [-0.142, 0.044, 0.226], [0.162, -0.256, 0.011]], "smiles": "C[C@@H](c1ccccc1)[C@]1(c2ccc(Cl)cc2)C=CCC1.CC1(C)OB(c2ccc(C(F)(F)F)cc2)OC1(C)C", "charge": 0, "homo_lumo_gap_ev": 8.55, "energy_ev": -59200.17731, "spin_multiplicity": 1}

=====

6.
{"formula": "C8H9NO2", "method": "ωB97M-V/def2-TZVPD", "symbols": ["C", "C", "C", "C", "C", "C", "C", "C", "N", "O", "O", "H", "H", "H", "H", "H", "H", "H", "H", "H"], "xyz": [[-2.1590, -1.5927, -0.9129], [-1.1415, -0.6593, -0.3098], [0.0320, -0.2633, -0.8547], [0.9574, 0.7064, -0.0338], [1.4525, -0.0193, 1.1866], [1.2151, 0.6828, 2.2406], [0.3733, 1.8804, 1.8196], [0.3410, 1.9232, 0.5105], [0.5746, -0.8547, -2.0364], [-0.1262, -1.5243, -2.8038], [1.7503, -0.6562, -2.3539], [-1.5118, -2.3489, -1.1183], [-2.6051, -1.2673, -1.8798], [-2.9466, -1.8849, -0.1387], [-1.4336, -0.1488, 0.5375], [1.8676, 0.7562, -0.6798], [2.0423, -0.9571, 1.0411], [1.2150, 0.5430, 3.3213], [-0.0158, 2.7610, 2.3725], [0.1183, 2.9239, 0.0923]], "atomic_forces_ev_per_a": [[-1.625, 1.741, 1.540], [0.123, 0.272, -3.327], [-0.566, 0.553, 2.377], [0.928, -2.079, -2.245], [1.649, -2.239, -2.077], [-3.082, 2.488, 3.314], [0.864, 0.338, 1.412], [-0.259, 1.874, -1.146], [0.946, -0.673, -2.907], [-0.485, 0.406, 1.314], [-0.391, 0.370, 1.246], [0.958, -3.174, -0.996], [0.333, -0.009, 0.850], [1.068, 0.414, -1.220], [-0.240, 0.981, 1.981], [-0.654, 0.853, 0.285], [-0.780, 0.844, 0.450], [0.942, -0.644, -0.371], [0.568, -1.052, 0.229], [-0.298, -1.264, -0.709]], "smiles": "C/C=C(/C1C=CC=C1)[N+](=O)[O-]", "charge": 0, "e_above_lowest_ev": 5.658, "homo_lumo_gap_ev": 8.63, "energy_ev": -14021.23494, "spin_multiplicity": 1}